Entry 1:
130
Properties=species:S:1:pos:R:3:lowdin_charge:R:1 method="wB97M-V/def2-TZVPD" lumo_ev=0.1 e_tot_ev=-1176484.7685 gap_ev=7.4 e_homo_ha=-0.2697 max_force_ev_per_a=11.26
C 2.58 3.05 -3.10 -0.17
C 2.19 2.73 -1.71 -0.43
O 1.35 1.89 -1.43 -0.09
C 2.77 3.54 -0.61 0.00
H 2.36 2.23 -3.79 0.04
H 3.62 3.34 -3.19 0.11
H 1.93 3.89 -3.36 -0.21
H 3.51 2.98 -0.04 0.09
H 2.00 3.91 0.06 0.06
H 3.31 4.44 -0.89 0.10
O 0.98 1.30 -4.42 0.03
C 0.85 0.31 -3.72 -0.45
O 1.82 -0.61 -3.37 -0.09
C 3.13 -0.37 -3.92 -0.20
C 4.04 -1.35 -3.32 -0.13
C -0.33 0.12 -2.80 -0.15
H 3.47 0.62 -3.64 0.12
H 3.08 -0.57 -4.99 0.14
H 3.68 -2.33 -3.64 0.08
H 4.16 -1.35 -2.24 -0.09
H 5.00 -1.23 -3.82 0.10
H -1.20 0.73 -3.02 0.02
H 0.19 0.40 -1.88 0.08
H -0.66 -0.92 -2.74 -0.01
O 1.12 3.16 2.16 -0.14
C 1.93 2.74 2.99 -0.44
O 1.71 2.68 4.30 0.01
C 0.60 3.26 4.89 -0.20
C 1.01 4.68 5.43 -0.03
C 3.35 2.28 2.65 -0.12
H 0.29 2.55 5.66 0.13
H -0.27 3.36 4.24 0.10
H 1.95 4.69 6.00 0.07
H 0.24 4.97 6.15 0.07
H 1.07 5.48 4.69 0.07
H 3.35 1.60 1.80 -0.08
H 3.76 1.70 3.48 0.03
H 4.00 3.11 2.39 0.12
O -3.34 -2.04 0.60 -0.18
C -4.38 -2.59 0.23 -0.44
O -5.59 -2.09 0.26 0.01
C -5.85 -0.74 0.80 -0.48
C -7.41 -0.59 0.69 -0.05
C -4.42 -3.97 -0.33 -0.12
H -5.35 -0.01 0.17 -0.17
H -5.48 -0.62 1.81 -0.04
H -7.84 -1.45 1.22 0.08
H -7.67 -0.58 -0.37 0.04
H -7.78 0.33 1.13 0.08
H -4.45 -3.94 -1.42 0.03
H -5.27 -4.58 -0.04 0.11
H -3.49 -4.47 -0.07 -0.11
O -0.48 -1.58 -1.36 -0.26
C -0.77 -0.77 -0.53 -0.44
O 0.15 -0.15 0.33 -0.28
C 1.53 -0.30 0.27 -0.23
C 2.26 0.96 0.91 -0.33
C -2.29 -0.33 -0.29 -0.46
H 1.82 -0.27 -0.78 0.11
H 1.71 -1.27 0.74 -0.04
H 1.68 1.43 1.71 0.02
H 2.39 1.69 0.11 0.05
H 3.29 0.80 1.22 -0.10
H -2.85 -0.18 -1.22 -0.09
H -2.29 0.69 0.10 -0.18
H -2.71 -1.10 0.35 -0.09
Br 4.23 -1.97 -0.29 0.94
C 4.89 -0.27 0.46 -0.55
C 6.26 -0.41 1.00 -0.54
Br 6.30 -1.76 2.51 0.63
H 4.13 0.10 1.14 -0.08
H 4.89 0.47 -0.35 0.09
H 6.75 0.52 1.29 0.07
H 6.90 -0.84 0.23 0.05
Br -2.33 1.59 -1.53 1.10
C -0.65 2.52 -2.14 -0.50
C -1.11 3.35 -3.34 -0.44
Br 0.57 4.17 -4.16 0.93
H 0.15 1.86 -2.46 0.01
H -0.28 3.18 -1.36 0.03
H -1.68 4.25 -3.08 0.05
H -1.64 2.71 -4.05 0.07
Br 3.00 -0.17 2.78 1.12
C 2.53 -2.05 2.33 -0.77
C 3.78 -2.90 2.39 -0.76
Br 4.58 -2.85 4.23 0.54
H 2.12 -2.08 1.32 -0.17
H 1.77 -2.37 3.04 -0.13
H 4.47 -2.44 1.68 -0.19
H 3.70 -3.93 2.04 0.06
Br -2.69 -3.12 -3.14 0.63
C -3.22 -1.33 -2.41 -0.54
C -4.73 -1.24 -2.48 -0.48
Br -5.47 0.47 -1.74 0.86
H -2.73 -0.51 -2.94 0.05
H -2.71 -1.27 -1.45 -0.02
H -5.20 -2.01 -1.88 0.04
H -5.07 -1.34 -3.51 0.07
Br 0.10 -2.37 2.46 1.05
C -1.04 -3.58 1.39 -0.52
C -1.16 -3.07 -0.10 -0.53
Br -2.09 -4.45 -1.08 0.94
H -2.02 -3.68 1.87 -0.08
H -0.58 -4.57 1.42 0.06
H -0.21 -2.81 -0.58 -0.02
H -1.84 -2.23 -0.13 0.04
Br -1.08 0.99 1.83 1.01
C -0.46 2.62 0.85 -0.50
C -0.87 3.96 1.56 -0.53
Br -0.51 5.52 0.32 0.63
H -0.95 2.54 -0.12 -0.05
H 0.60 2.41 0.74 0.03
H -0.40 4.21 2.51 0.03
H -1.95 3.97 1.72 0.05
Br 1.96 -3.54 -0.22 0.90
C 1.43 -2.78 -1.98 -0.53
C 0.27 -3.58 -2.50 -0.54
Br -0.44 -2.64 -4.16 0.71
H 2.32 -2.88 -2.60 0.04
H 1.23 -1.74 -1.73 0.03
H -0.57 -3.71 -1.82 -0.16
H 0.65 -4.55 -2.81 0.08
Br -4.02 0.73 1.57 0.96
C -4.06 -0.91 2.77 -0.43
C -2.67 -1.57 2.62 -0.72
Br -2.74 -3.15 3.76 0.81
H -4.86 -1.57 2.46 0.06
H -4.25 -0.57 3.78 0.09
H -1.97 -0.83 3.00 -0.05
H -2.40 -1.81 1.59 -0.02

Entry 2:
22
Properties=species:S:1:pos:R:3:lowdin_charge:R:1 method="wB97M-V/def2-TZVPD" relative_energy_kcal_mol=50.7 lumo_ev=-3.2 e_tot_ev=-11999.6101 charge=+1 gap_ev=11.4 e_homo_ha=-0.5353 max_force_ev_per_a=5.11
C 0.02 0.46 1.51 -0.19
O 1.37 0.51 2.03 -0.07
C -0.07 0.29 -0.05 -0.19
C -1.52 0.05 -0.66 -0.38
C -2.61 -0.66 0.15 -0.06
O -1.14 -0.67 -1.81 -0.08
N 1.01 -0.70 -0.54 0.18
H -0.64 -0.37 1.93 0.13
H -0.65 1.33 1.85 0.16
H 1.67 1.39 2.35 0.12
H 0.27 1.23 -0.47 0.14
H -1.96 1.03 -0.93 0.16
H -3.04 -0.10 1.01 0.09
H -2.42 -1.66 0.60 0.09
H -3.40 -0.97 -0.66 0.12
H -1.61 -0.53 -2.71 0.17
H 0.69 -1.72 -0.73 0.21
H 1.70 -0.74 0.24 0.13
H 1.40 -0.26 -1.40 0.15
H 3.87 0.45 0.29 0.18
H 3.73 1.17 -1.33 0.09
O 3.32 0.49 -0.69 -0.17

Entry 3:
42
Properties=species:S:1:pos:R:3:lowdin_charge:R:1 method="wB97M-V/def2-TZVPD" relative_energy_kcal_mol=25.4 lumo_ev=1.3 e_tot_ev=-98169.8700 charge=-1 gap_ev=5.6 e_homo_ha=-0.1564 max_force_ev_per_a=2.41
Cl -2.12 -2.05 -3.96 0.72
C -1.34 -2.24 -2.45 -0.61
C -1.65 -3.27 -1.60 -0.59
Cl -2.93 -4.36 -1.90 0.73
C -0.87 -3.54 -0.37 -0.51
O -1.26 -4.32 0.50 -0.03
C 0.36 -2.73 -0.24 -0.69
Cl 1.34 -3.05 1.12 0.72
C 0.62 -1.62 -1.02 -0.60
Cl 2.34 -1.28 -1.30 0.75
C -0.27 -1.25 -2.16 -0.41
O -0.13 -0.20 -2.80 0.05
F 1.25 4.81 -4.21 0.11
C 2.19 4.44 -3.29 -0.53
F 3.27 4.00 -4.00 0.11
F 2.59 5.57 -2.64 0.10
C 1.71 3.39 -2.33 -0.14
C 2.62 2.58 -1.68 -0.02
C 2.15 1.60 -0.82 -0.08
C 0.77 1.37 -0.63 -0.28
C 0.30 0.24 0.14 -0.22
S -1.21 0.54 0.97 0.68
C -1.22 -0.52 2.42 -0.27
C -1.66 -1.84 2.37 -0.07
C -1.43 -2.67 3.48 -0.08
C -0.97 -2.13 4.68 -0.09
C -0.71 -0.75 4.77 -0.09
C -0.83 0.05 3.63 -0.07
O -1.21 1.88 1.50 -0.31
O -2.29 0.06 0.14 -0.31
C -0.12 2.28 -1.24 -0.03
C 0.35 3.31 -2.04 0.00
H 3.68 2.69 -1.86 0.12
H 2.88 0.97 -0.30 0.08
H 1.01 -0.23 0.86 0.09
H -2.18 -2.24 1.49 0.11
H -1.62 -3.74 3.38 0.11
H -0.80 -2.77 5.55 0.10
H -0.40 -0.30 5.71 0.10
H -0.63 1.12 3.68 0.11
H -1.21 2.21 -1.12 0.11
H -0.37 4.02 -2.44 0.12

Entry 4:
92
Properties=species:S:1:pos:R:3:lowdin_spin:R:1 method="wB97M-V/def2-TZVPD" relative_energy_kcal_mol=37.1 spin_multiplicity=5 lumo_ev="-7.6 / -11.2" e_tot_ev=-65374.6948 charge=+3 gap_ev="7.6 / 5.1" e_homo_ha="-0.5592 / -0.6010" max_force_ev_per_a=3.63
Ir -0.43 0.64 0.83 2.83
C 0.24 1.81 3.57 0.02
N -0.16 2.28 2.21 0.19
C -1.17 3.39 1.93 0.02
C -1.76 3.20 0.56 0.04
N -1.47 2.14 -0.20 0.15
C -2.37 2.11 -1.30 0.02
C -2.52 1.17 -2.34 0.01
C -3.40 1.49 -3.36 0.00
C -4.26 2.63 -3.27 0.01
C -4.13 3.54 -2.17 0.00
C -3.22 3.23 -1.15 0.01
N -2.81 3.88 0.05 0.03
C 0.96 0.49 3.42 0.04
N 0.87 -0.14 2.21 0.17
C 1.68 -1.35 2.28 0.02
C 1.79 -2.44 1.39 0.02
C 2.72 -3.45 1.79 0.00
C 3.57 -3.31 2.90 0.01
C 3.32 -2.26 3.82 0.01
C 2.36 -1.30 3.52 0.01
N 1.87 -0.15 4.20 0.03
H -0.66 1.67 4.23 0.00
H 0.93 2.49 4.08 0.01
H 0.72 2.72 1.84 0.00
H -0.63 4.38 1.97 0.00
H -1.98 3.37 2.69 0.00
H -1.97 0.26 -2.39 0.00
H -3.52 0.89 -4.25 0.00
H -4.90 2.94 -4.04 0.00
H -4.71 4.44 -2.12 0.00
H -3.12 4.78 0.40 0.00
H 1.27 -2.41 0.43 0.00
H 2.81 -4.35 1.20 0.00
H 4.37 -3.98 3.15 0.00
H 3.93 -2.29 4.77 0.00
H 2.29 0.18 5.09 0.00
C 0.94 -0.18 -3.86 0.00
P 0.65 -1.81 -3.28 0.00
C -1.01 -2.45 -3.63 0.00
C 1.86 -2.91 -4.11 0.00
O 0.91 -1.96 -1.80 0.02
H 1.25 -0.16 -4.95 0.00
H 1.79 0.22 -3.28 0.00
H -0.01 0.40 -3.69 0.00
H -1.33 -2.47 -4.72 0.00
H -1.70 -1.85 -2.99 0.00
H -1.06 -3.45 -3.19 0.00
H 2.06 -2.67 -5.17 0.00
H 1.49 -3.93 -4.04 0.00
H 2.77 -2.86 -3.52 0.00
C 4.54 -0.35 -2.41 0.00
C 5.15 1.06 -2.28 0.00
C 4.92 1.95 -3.49 0.00
C 4.73 1.79 -0.98 0.00
N 3.37 1.72 -0.54 0.01
C 2.28 0.98 -0.75 0.03
N 1.32 1.45 0.03 0.10
N 1.79 2.50 0.64 0.00
N 3.03 2.72 0.34 0.01
H 4.95 -0.72 -3.34 0.00
H 3.46 -0.35 -2.57 0.00
H 4.82 -1.00 -1.60 0.00
H 6.25 1.01 -2.13 0.00
H 3.84 2.19 -3.61 0.00
H 5.23 1.45 -4.42 0.00
H 5.51 2.87 -3.46 0.00
H 5.07 2.80 -1.14 0.00
H 5.33 1.40 -0.13 0.00
H 2.10 0.10 -1.36 0.00
C -3.07 0.29 2.42 0.00
N -4.13 -0.48 3.00 0.01
C -3.54 -1.58 3.78 0.00
N -2.77 -2.49 2.98 0.01
C -1.65 -1.70 2.38 0.01
N -2.14 -0.54 1.57 0.11
C -3.05 -1.13 0.48 0.02
N -4.12 -1.94 1.05 0.01
C -4.93 -1.08 1.91 0.00
C -3.59 -2.98 1.90 0.00
H -2.53 0.73 3.24 0.00
H -3.54 1.06 1.79 0.00
H -4.36 -2.07 4.22 0.00
H -2.90 -1.22 4.62 0.00
H -1.12 -2.35 1.70 0.00
H -1.04 -1.42 3.25 0.00
H -2.41 -1.75 -0.14 0.00
H -3.51 -0.27 -0.09 0.00
H -5.74 -1.64 2.37 0.00
H -5.35 -0.28 1.31 0.00
H -2.96 -3.69 1.36 0.00
H -4.38 -3.58 2.41 0.00

Entry 5:
11
Properties=species:S:1:pos:R:3:lowdin_charge:R:1 method="wB97M-V/def2-TZVPD" relative_energy_kcal_mol=58.6 smiles="Nn1onc(O)c1=O" lumo_ev=0.6 e_tot_ev=-12731.4152 gap_ev=10.3 e_homo_ha=-0.3580 max_force_ev_per_a=3.32
N 2.29 0.16 0.15 0.15
N 1.05 -0.17 -0.08 -0.13
O 0.59 -1.52 -0.01 0.02
N -0.79 -1.43 0.01 0.15
C -1.16 -0.23 -0.05 -0.35
O -2.36 0.26 0.10 0.15
C 0.03 0.64 -0.12 -0.40
O 0.04 1.88 -0.03 0.05
H 2.16 1.03 0.69 0.12
H 2.76 0.39 -0.69 0.10
H -2.26 1.22 -0.08 0.14

Entry 6:
13
Properties=species:S:1:pos:R:3:lowdin_charge:R:1 method="wB97M-V/def2-TZVPD" relative_energy_kcal_mol=134.7 lumo_ev=0.9 e_tot_ev=-6782.6731 gap_ev=8.9 e_homo_ha=-0.2934 max_force_ev_per_a=3.17
C 2.10 0.02 -0.17 -0.04
C 0.52 -0.14 0.09 -0.40
C 0.00 1.09 0.29 0.07
C -2.23 0.78 0.09 0.04
C -1.97 -0.51 -0.07 -0.18
N -0.44 -1.12 -0.06 0.01
H 2.79 -0.54 0.47 0.06
H 2.33 -0.22 -1.22 0.07
H 2.43 1.07 -0.06 0.07
H 0.51 1.78 0.95 0.05
H -3.27 1.30 0.08 0.07
H -2.59 -1.38 -0.14 0.06
H -0.18 -2.11 -0.24 0.12

Entry 7:
17
Properties=species:S:1:pos:R:3:lowdin_charge:R:1 method="wB97M-V/def2-TZVPD" relative_energy_kcal_mol=70.9 smiles="C=C[C@@]1(C=O)CCN1" lumo_ev=1.0 e_tot_ev=-9902.5288 gap_ev=10.0 e_homo_ha=-0.3309 max_force_ev_per_a=3.54
C -2.27 -0.15 0.38 0.03
C -1.30 -0.11 -0.54 -0.13
C 0.11 0.26 -0.37 -0.46
C 0.35 1.77 -0.55 -0.21
O 0.73 2.58 0.21 0.09
C 0.75 -0.10 1.02 -0.08
C 1.59 -1.18 0.26 -0.13
N 1.06 -0.64 -1.02 0.02
H -2.22 0.31 1.40 0.08
H -3.27 -0.37 -0.07 0.07
H -1.64 -0.38 -1.51 0.09
H 0.28 2.16 -1.57 0.12
H 1.37 0.72 1.34 0.08
H 0.09 -0.37 1.94 0.14
H 1.11 -2.11 0.46 0.10
H 2.63 -1.07 0.22 0.09
H 0.66 -1.32 -1.60 0.08

Entry 8:
18
Properties=species:S:1:pos:R:3:lowdin_spin:R:1 method="wB97M-V/def2-TZVPD" relative_energy_kcal_mol=23.2 spin_multiplicity=2 lumo_ev="-3.6 / -7.0" e_tot_ev=-8788.4061 charge=+1 gap_ev="9.4 / 5.9" e_homo_ha="-0.4771 / -0.4769" max_force_ev_per_a=2.33
C -1.20 -3.33 -0.91 0.07
C -1.11 -2.03 -0.23 0.40
C 0.06 -1.31 -0.17 0.14
N 0.18 -0.19 0.55 0.31
H -0.34 -3.45 -1.57 0.00
H -1.20 -4.18 -0.22 0.03
H -2.12 -3.38 -1.50 0.01
H -2.01 -1.48 0.03 0.01
H 0.98 -1.60 -0.67 0.00
H 0.93 0.49 0.38 0.01
H -0.54 -0.02 1.23 0.01
N 0.81 3.31 1.43 0.00
C 0.76 2.67 0.23 0.00
N 1.84 2.37 -0.40 0.00
H -0.05 3.73 1.75 0.00
H 1.61 3.91 1.55 0.00
H -0.22 2.37 -0.14 0.00
H 1.61 2.12 -1.36 0.00

Entry 9:
13
Properties=species:S:1:pos:R:3:lowdin_charge:R:1 method="wB97M-V/def2-TZVPD" relative_energy_kcal_mol=37.4 lumo_ev=1.1 e_tot_ev=-5312.5450 gap_ev=10.3 e_homo_ha=-0.3350 max_force_ev_per_a=4.16
C 0.60 -0.94 0.14 -0.21
C 1.22 0.48 -0.14 -0.21
C -0.04 1.31 0.08 -0.13
C -1.19 0.66 0.01 -0.17
C -0.95 -0.75 -0.13 -0.27
H 1.17 -1.86 -0.45 0.14
H 0.57 -1.06 1.47 0.18
H 1.62 0.55 -1.16 0.10
H 2.07 0.66 0.63 0.12
H -0.13 2.40 0.07 0.10
H -2.17 0.98 0.19 0.09
H -1.14 -1.00 -1.26 0.13
H -1.63 -1.43 0.54 0.13

Entry 10:
9
Properties=species:S:1:pos:R:3:lowdin_charge:R:1 method="wB97M-V/def2-TZVPD" relative_energy_kcal_mol=95.2 smiles="N#CC=O.O=NO" lumo_ev=-0.9 e_tot_ev=-11224.6776 gap_ev=10.2 e_homo_ha=-0.4096 max_force_ev_per_a=4.81
N 1.32 1.55 0.82 0.18
C 1.40 0.49 0.39 -0.15
C 1.47 -0.90 -0.12 -0.22
O 2.51 -1.51 -0.17 0.09
H 0.53 -1.37 -0.39 0.10
O -1.75 -0.71 -1.24 0.01
N -1.54 0.37 -0.72 -0.08
O -2.15 0.59 0.55 -0.04
H -1.80 1.48 0.87 0.12

Entry 11:
64
Properties=species:S:1:pos:R:3:lowdin_spin:R:1 method="wB97M-V/def2-TZVPD" relative_energy_kcal_mol=0.0 spin_multiplicity=5 lumo_ev="-10.3 / -14.0" e_tot_ev=-142446.5790 charge=+4 gap_ev="8.4 / 5.3" e_homo_ha="-0.6887 / -0.7059" max_force_ev_per_a=0.51
Pd -0.18 -0.89 0.60 0.86
C 5.94 -1.05 0.31 0.00
N 4.46 -0.96 0.23 0.04
C 3.93 -0.94 -1.13 0.02
C 3.68 -1.11 1.29 0.06
S 2.13 -1.95 1.02 0.77
N 4.01 -0.77 2.52 0.01
C 5.07 0.21 2.82 0.00
C 3.30 -1.28 3.70 0.03
H 6.26 -1.68 -0.52 0.00
H 6.24 -1.52 1.24 0.00
H 6.40 -0.07 0.21 0.00
H 4.48 -0.19 -1.70 0.00
H 2.88 -0.67 -1.13 0.01
H 4.08 -1.91 -1.61 0.00
H 5.21 0.88 1.98 0.00
H 6.01 -0.28 3.08 0.00
H 4.74 0.79 3.68 0.00
H 2.67 -2.14 3.44 0.02
H 2.70 -0.49 4.14 0.00
H 4.03 -1.62 4.43 0.00
Br -1.24 3.14 5.68 0.27
C -2.35 3.39 4.26 0.22
C -3.41 4.33 4.43 0.08
C -4.28 4.58 3.41 0.03
C -4.11 3.91 2.19 0.24
C -3.07 2.96 2.00 0.05
C -2.20 2.69 3.01 0.09
I -0.62 1.33 2.72 0.04
H -3.50 4.83 5.39 0.00
H -5.08 5.30 3.53 0.00
H -4.78 4.11 1.37 0.01
H -2.98 2.47 1.04 0.00
Te -2.59 -2.58 -0.60 0.43
C -3.43 -4.42 -0.86 0.15
C -3.23 -5.51 0.02 0.06
C -3.84 -6.70 -0.25 0.03
C -4.66 -6.83 -1.39 0.17
C -4.86 -5.76 -2.26 0.01
C -4.25 -4.55 -2.01 0.07
C -1.81 -2.70 1.36 0.05
C -0.66 -3.46 1.65 0.02
C -0.31 -3.69 2.97 0.01
C -1.09 -3.18 4.00 0.00
C -2.22 -2.42 3.72 0.00
C -2.59 -2.18 2.41 0.02
H -2.61 -5.40 0.90 0.00
H -3.70 -7.55 0.40 0.00
H -5.14 -7.78 -1.59 0.01
H -5.50 -5.87 -3.13 0.00
H -4.40 -3.72 -2.68 0.00
H -0.10 -3.92 0.85 0.00
H 0.55 -4.31 3.19 0.00
H -0.83 -3.40 5.03 0.00
H -2.84 -2.05 4.53 0.00
H -3.49 -1.61 2.19 0.00
S 0.72 1.16 -3.37 0.01
C 1.08 2.26 -2.11 0.00
C 0.86 1.67 -0.90 0.01
N 0.42 0.37 -0.98 0.07
C 0.30 -0.01 -2.23 0.01
H 1.43 3.26 -2.31 0.00
H 1.01 2.14 0.06 0.00
H -0.02 -1.00 -2.52 0.01

Entry 12:
36
Properties=species:S:1:pos:R:3:lowdin_charge:R:1 method="wB97M-V/def2-TZVPD" relative_energy_kcal_mol=114.3 smiles="CO[C@H]1CC[C@@H](CCC2=CC(=O)C(=O)N=N2)CC1" lumo_ev=-2.7 e_tot_ev=-22892.1317 gap_ev=7.0 e_homo_ha=-0.3586 max_force_ev_per_a=3.43
C 2.03 0.28 3.80 -0.08
O 1.37 -0.38 2.70 -0.19
C 2.19 -0.97 1.67 -0.36
C 2.65 0.01 0.66 -0.15
C 1.52 0.86 0.05 -0.13
C 0.27 0.02 -0.37 -0.28
C -0.94 0.50 0.46 -0.14
C -2.32 -0.05 -0.01 -0.14
C -2.49 0.17 -1.46 -0.24
C -2.68 1.45 -1.92 0.08
C -2.71 1.69 -3.35 -0.30
O -2.77 2.85 -3.77 0.13
C -2.64 0.48 -4.22 -0.34
O -2.70 0.54 -5.45 0.16
N -2.37 -0.76 -3.64 0.12
N -2.30 -0.89 -2.37 0.13
C 0.54 -1.50 -0.26 -0.15
C 1.21 -1.97 1.04 -0.12
H 2.63 -0.43 4.38 0.08
H 2.66 1.11 3.44 0.09
H 1.25 0.67 4.51 0.10
H 3.06 -1.51 2.08 0.15
H 3.12 -0.56 -0.17 0.13
H 3.41 0.68 1.12 0.12
H 1.22 1.60 0.83 0.12
H 1.88 1.37 -0.80 0.09
H 0.06 0.28 -1.41 0.12
H -0.81 0.22 1.49 0.10
H -1.00 1.58 0.36 0.11
H -2.36 -1.11 0.28 0.12
H -3.11 0.44 0.50 0.11
H -2.78 2.29 -1.29 0.12
H -0.42 -2.04 -0.38 0.10
H 1.15 -1.81 -1.12 0.12
H 0.39 -2.19 1.73 0.12
H 1.76 -2.90 0.87 0.11